*one*
Entry from the OMol25 dataset: a cluster of 15 separate species, C5H40O14S2 in total (ωB97M-V/def2-TZVPD).

HOMO level = -8.44 eV

The geometry in ORCA input format:
```
! wB97M-V def2-TZVPD RIJCOSX def2/J DEFGRID3
* xyz 0 1
C -0.571 2.769 -0.349
C -1.868 3.543 -0.609
C -0.866 1.301 -0.766
S -0.221 1.023 -2.457
S -0.772 -0.797 -3.033
C 0.851 -1.596 -3.420
C 1.026 -2.735 -2.411
H 0.193 3.139 -1.077
H -0.099 3.048 0.590
H -2.656 3.359 0.138
H -1.758 4.624 -0.516
H -2.193 3.177 -1.589
H -1.949 1.178 -0.785
H -0.493 0.524 -0.132
H 1.684 -0.896 -3.430
H 0.986 -2.043 -4.425
H 1.821 -3.450 -2.620
H 1.282 -2.319 -1.441
H 0.114 -3.307 -2.332
H 0.776 -2.530 3.382
H -0.099 -2.367 2.213
O -0.097 -2.819 3.066
H 1.555 -4.860 0.456
H 1.653 -3.743 1.393
O 2.195 -4.215 0.761
H -3.258 -0.598 2.129
H -3.794 0.369 1.004
O -3.569 0.306 1.955
H -1.854 -2.461 3.242
H -2.476 -1.240 3.742
O -2.722 -2.055 3.292
H -0.028 1.349 1.725
H 1.011 1.508 0.602
O 0.939 1.273 1.528
H -3.437 -1.159 -1.588
H -3.938 -1.046 -3.002
O -4.256 -1.173 -2.100
H -4.455 0.331 -1.240
H -4.955 1.567 -0.509
O -4.175 1.010 -0.577
H 2.901 -2.650 -0.485
H 4.033 -2.282 0.627
O 3.458 -1.995 -0.072
H 1.297 -0.641 1.998
H 2.704 -0.569 2.624
O 2.057 -1.178 2.285
H 3.341 0.618 0.097
H 4.470 1.741 0.310
O 4.194 0.967 -0.164
H -0.148 4.198 3.230
H -1.151 3.557 2.316
O -0.720 4.405 2.486
H 2.317 2.568 2.310
H 3.463 2.761 3.419
O 3.258 2.695 2.488
H -1.587 1.296 3.667
H -2.237 1.200 2.299
O -1.373 1.477 2.745
H 3.911 -0.792 -3.356
H 3.676 -1.467 -1.868
O 3.695 -1.558 -2.834
*
```



*two*
Entry from the OMol25 dataset: a cluster of 15 separate species, C5H40O14S2 in total (ωB97M-V/def2-TZVPD).

HOMO level = -9.09 eV

The geometry in ORCA input format:
```
! wB97M-V def2-TZVPD RIJCOSX def2/J DEFGRID3
* xyz 0 1
C 0.602 1.851 -3.577
C 1.643 0.753 -3.628
C 0.362 2.405 -2.188
S -0.653 1.234 -1.209
S -0.034 1.103 0.672
C -0.879 2.368 1.683
C -0.396 2.216 3.127
H 0.891 2.716 -4.260
H -0.350 1.488 -4.028
H 1.328 -0.133 -3.074
H 1.835 0.424 -4.652
H 2.607 1.030 -3.172
H -0.141 3.389 -2.243
H 1.310 2.632 -1.655
H -1.962 2.163 1.657
H -0.714 3.359 1.285
H -0.903 2.923 3.753
H -0.582 1.220 3.531
H 0.666 2.382 3.230
H 1.194 -2.432 2.817
H 0.461 -1.321 3.548
O 1.357 -1.661 3.364
H -1.926 -0.747 2.976
H -1.344 -2.100 3.096
O -1.301 -1.229 3.566
H 3.175 -1.121 0.521
H 2.956 -0.241 -0.718
O 2.917 -1.176 -0.464
H 2.595 -0.831 2.527
H 2.900 0.493 1.827
O 3.273 -0.383 1.978
H -2.071 -2.196 -1.074
H -3.118 -3.150 -0.421
O -2.651 -2.311 -0.282
H 3.048 2.878 0.276
H 2.276 3.714 1.303
O 2.707 3.784 0.444
H 3.964 1.823 -1.290
H 4.507 1.156 0.002
O 3.683 1.419 -0.452
H -2.849 -1.023 0.988
H -3.365 0.404 1.295
O -3.107 -0.447 1.702
H -0.381 -3.228 1.339
H -1.851 -2.872 1.204
O -1.250 -3.309 1.827
H -5.431 -0.980 -0.393
H -3.989 -1.212 -0.701
O -4.738 -0.653 -0.974
H 1.764 -3.482 -2.225
H 2.060 -2.020 -1.791
O 1.595 -2.569 -2.444
H -0.108 -2.326 -2.532
H -1.200 -1.386 -2.983
O -1.082 -2.178 -2.460
H 1.538 -2.184 0.083
H 0.076 -2.458 -0.446
O 0.754 -2.758 0.161
H -3.443 2.211 -0.356
H -4.277 0.922 -0.330
O -3.950 1.654 0.237
*
```



Short version: *two* is the most stable of them.



*one*
Entry from the OMol25 dataset: a cluster of 2 separate species, C9H14OS in total (ωB97M-V/def2-TZVPD).

SMILES = Cc1ccc(O)cc1.CSC
HOMO level = -8.24 eV

The geometry in ORCA input format:
```
! wB97M-V def2-TZVPD RIJCOSX def2/J DEFGRID3
* xyz 0 1
C 0.157 -1.921 3.033
C -0.048 -1.971 1.548
C -1.091 -2.743 0.984
C -1.522 -2.580 -0.309
C -0.791 -1.594 -1.064
O -1.117 -1.359 -2.384
C 0.451 -1.200 -0.691
C 0.779 -1.283 0.698
H -0.388 -2.692 3.563
H 0.079 -0.904 3.498
H 1.218 -2.124 3.278
H -1.593 -3.472 1.622
H -2.399 -3.007 -0.734
H -1.994 -1.638 -2.665
H 1.035 -0.765 -1.507
H 1.652 -0.686 0.886
C -0.351 3.210 -0.064
S 1.493 3.069 -0.332
C 1.547 3.428 -2.077
H -0.512 2.654 0.865
H -0.477 4.270 0.113
H -0.897 2.793 -0.891
H 2.583 3.430 -2.423
H 1.154 4.422 -2.315
H 1.034 2.662 -2.632
*
```



*two*
Entry from the OMol25 dataset: a cluster of 2 separate species, C9H14OS in total (ωB97M-V/def2-TZVPD).

SMILES = Cc1ccc(O)cc1.CCS
HOMO level = -8.55 eV

The geometry in ORCA input format:
```
! wB97M-V def2-TZVPD RIJCOSX def2/J DEFGRID3
* xyz 0 1
C 3.296 0.434 1.087
C 2.307 -0.306 0.199
C 1.489 -1.276 0.771
C 0.488 -1.876 0.016
C 0.344 -1.585 -1.340
O -0.685 -2.086 -2.084
C 1.250 -0.713 -1.939
C 2.228 -0.103 -1.174
H 2.844 1.340 1.487
H 4.197 0.634 0.523
H 3.524 -0.214 1.934
H 1.499 -1.481 1.833
H -0.048 -2.763 0.333
H -1.309 -2.495 -1.478
H 1.229 -0.617 -3.011
H 2.939 0.589 -1.604
C -2.914 0.821 -0.407
C -1.879 1.750 0.183
S -2.176 1.965 2.004
H -3.225 0.106 0.350
H -2.491 0.200 -1.202
H -3.808 1.311 -0.794
H -0.840 1.463 0.066
H -1.856 2.808 -0.049
H -1.663 0.803 2.433
*
```



Short version: *two* is the most stable of them.